Below is C62H51N6O3S3Sn as an isolated structure, with properties calculated with the ωB97M-V functional and the def2-TZVPD basis.

Structure (XYZ):
```
126
Properties=species:S:1:pos:R:3:forces:R:3
Sn 0.05389 -0.35756 -0.35340 0.0 0.0 0.0
N -1.47029 -0.83139 1.06204 -0.1 -0.2 -0.3
S -2.76708 -0.83500 1.70916 0.0 0.1 0.2
N -2.69988 -0.49338 3.32130 0.0 0.1 0.1
S -2.35153 0.95600 3.75991 0.1 0.0 0.0
N -1.43465 1.89107 2.95043 0.0 -0.1 0.1
S 0.08949 1.72457 2.33229 -0.1 0.0 0.0
N 0.24769 1.35775 0.93457 0.1 0.1 0.0
C 0.93781 0.73441 3.55981 0.0 0.0 0.1
C 0.73782 -0.64103 3.49557 0.0 0.0 0.0
C 1.41951 -1.46518 4.37424 0.0 0.0 0.0
C 2.29203 -0.92038 5.30723 0.0 0.0 0.0
C 2.48713 0.45233 5.36026 0.0 0.0 0.0
C 1.81548 1.29139 4.47966 0.0 0.0 0.0
C 0.66308 3.37944 2.60556 0.0 0.0 0.0
C 0.27244 4.13595 3.70248 0.0 0.0 0.0
C 0.78498 5.41390 3.84857 0.0 0.0 0.0
C 1.67223 5.91909 2.90320 0.0 0.0 0.0
C 2.04855 5.15077 1.81119 0.0 0.0 0.0
C 1.54385 3.86729 1.65363 0.0 0.0 0.0
C -1.80544 0.74706 5.43220 0.0 0.0 0.0
C -1.68690 1.90000 6.19965 0.0 0.1 0.0
C -1.20813 1.79274 7.49267 0.0 0.0 0.0
C -0.85715 0.54639 8.00077 0.0 0.0 0.0
C -0.99141 -0.59381 7.22280 0.0 0.0 0.0
C -1.47197 -0.50247 5.92452 0.0 0.0 0.0
C -3.82220 1.93470 3.91044 0.0 0.0 0.0
C -3.79165 3.29764 3.65801 0.1 0.1 0.0
C -4.95629 4.02657 3.83673 0.0 0.0 0.0
C -6.11923 3.39322 4.25585 0.0 0.0 0.0
C -6.13004 2.02528 4.49733 0.0 0.0 0.0
C -4.97312 1.28236 4.32852 0.0 0.0 0.0
C -3.54739 -2.42467 1.75137 0.0 0.0 0.0
C -3.79995 -2.95904 0.49013 0.0 0.0 0.0
C -4.34954 -4.22665 0.40323 0.0 0.0 0.0
C -4.63020 -4.94406 1.56172 0.0 0.0 0.0
C -4.37226 -4.39584 2.80931 0.0 0.0 0.0
C -3.82986 -3.12041 2.91484 0.0 0.0 0.0
C -4.05538 0.23921 1.11497 -0.1 0.0 0.0
C -3.68750 1.53232 0.77307 0.1 0.0 -0.2
C -4.67251 2.42870 0.38636 0.0 0.0 0.0
C -6.00251 2.03936 0.36907 0.0 0.0 0.0
C -6.36038 0.74691 0.73761 0.0 0.1 0.0
C -5.38916 -0.16191 1.11791 0.0 0.0 0.0
H 0.07854 -1.06083 2.74630 0.0 0.0 0.0
H 1.28541 -2.53838 4.31099 0.0 0.0 0.0
H 2.83417 -1.56839 5.98505 0.0 0.0 0.0
H 3.17557 0.87872 6.07948 0.0 0.0 0.0
H 1.99272 2.35732 4.51309 0.0 0.0 0.0
H -0.41546 3.72935 4.43195 0.0 0.0 0.0
H 0.49179 6.01880 4.69701 0.0 0.0 0.0
H 2.06646 6.92084 3.01987 0.0 0.0 0.0
H 2.73329 5.54681 1.07255 0.0 0.0 0.0
H 1.80746 3.25981 0.79449 0.0 0.0 0.1
H -1.98436 2.86499 5.80271 0.0 -0.1 0.0
H -1.11538 2.67858 8.10719 0.0 0.0 0.0
H -0.48411 0.46524 9.01389 0.0 0.0 0.0
H -0.72046 -1.56187 7.62304 0.0 0.0 0.0
H -1.57844 -1.37890 5.30019 0.0 0.0 0.0
H -2.88128 3.76750 3.30436 -0.1 0.0 0.0
H -4.95531 5.09062 3.64067 0.0 0.0 0.0
H -7.02614 3.96875 4.38960 0.0 0.0 0.0
H -7.04061 1.53423 4.81445 0.0 0.0 0.0
H -4.96672 0.21318 4.50591 0.0 0.0 0.0
H -3.58899 -2.37549 -0.40348 0.0 0.0 0.0
H -4.56215 -4.65351 -0.56837 0.0 0.0 0.0
H -5.05648 -5.93695 1.48865 0.0 0.0 0.0
H -4.59564 -4.95930 3.70589 0.0 0.0 0.0
H -3.63187 -2.67862 3.88004 0.0 0.0 0.0
H -2.64720 1.82946 0.77560 -0.1 0.0 -0.1
H -4.38801 3.42696 0.07887 0.0 0.0 0.0
H -6.76596 2.74085 0.05786 0.0 0.0 0.0
H -7.39873 0.44076 0.71657 0.0 0.0 0.0
H -5.67327 -1.16665 1.39845 0.0 0.0 0.0
N -0.47332 -2.63763 -0.73765 0.0 0.2 0.1
C 0.49780 -3.45701 -1.38847 0.0 0.0 0.0
C 0.12069 -4.20185 -2.49748 0.0 0.0 0.0
C 1.05903 -4.94200 -3.19628 0.0 0.0 0.0
C 2.38136 -4.92255 -2.78028 0.0 0.0 0.0
C 2.74513 -4.17485 -1.67215 0.0 0.0 0.0
C 1.81590 -3.43194 -0.93720 0.0 0.0 0.0
C 2.30468 -2.60215 0.21036 0.0 0.0 -0.1
C 3.39104 -3.11275 0.93101 0.0 0.0 0.0
C 4.12990 -2.32121 1.79559 -0.1 0.1 0.0
C 3.80791 -0.97845 1.91842 0.0 -0.1 0.0
C 2.67768 -0.49526 1.27571 0.0 0.1 0.0
C 1.85273 -1.29191 0.47831 0.2 0.0 0.1
H -0.62009 -2.87945 0.23905 0.0 -0.1 0.0
H -1.36639 -2.65432 -1.21133 -0.2 0.0 -0.1
H -0.91707 -4.18994 -2.81671 0.0 0.0 0.0
H 0.76040 -5.51569 -4.06460 0.0 0.0 0.0
H 3.13554 -5.47617 -3.32492 0.0 0.0 0.0
H 3.78769 -4.13420 -1.38702 0.0 0.0 0.0
H 3.67975 -4.14732 0.78538 0.0 0.0 0.0
H 4.97006 -2.74418 2.33175 0.0 0.0 0.0
H 4.41275 -0.31585 2.52802 0.0 0.0 0.0
H 2.42661 0.55140 1.40823 0.1 -0.1 -0.1
O -3.42207 0.99902 -2.47774 0.5 -0.2 0.1
N -2.50310 0.45846 -1.88959 -0.5 -0.1 0.5
O -1.65332 1.15572 -1.22773 -0.2 -0.4 -0.3
O -2.39098 -0.79855 -1.82132 0.2 0.4 -0.2
C 2.53635 -0.22357 -7.14125 0.0 0.0 0.0
C 2.01115 0.89501 -6.50731 0.0 0.0 0.0
C 1.41665 0.77668 -5.26034 0.0 0.0 0.0
C 1.33680 -0.46533 -4.63122 0.0 0.0 0.0
C 1.84606 -1.58610 -5.28575 0.0 0.0 0.0
C 2.45034 -1.46603 -6.52869 0.0 0.0 0.0
C 0.71289 -0.63638 -3.29929 -0.1 0.0 0.0
C 0.83961 0.17692 -2.24955 0.1 -0.1 -0.2
C 1.73665 1.35751 -2.19839 0.0 0.0 0.1
C 3.11569 1.19951 -2.34344 0.0 0.0 0.0
C 3.96568 2.29132 -2.25195 0.0 0.0 0.0
C 3.45064 3.56013 -2.01346 0.0 0.0 0.0
C 2.08012 3.72562 -1.86132 0.0 0.0 0.0
C 1.22838 2.63077 -1.93788 0.0 0.1 0.0
H 3.00245 -0.12765 -8.11425 0.0 0.0 0.0
H 2.06123 1.86447 -6.98857 0.0 0.0 0.0
H 1.00018 1.64962 -4.77283 0.0 0.0 0.0
H 1.77471 -2.55753 -4.80553 0.0 0.0 0.0
H 2.85134 -2.34363 -7.02253 0.0 0.0 0.0
H 0.09914 -1.52977 -3.20626 0.0 0.1 0.0
H 3.51529 0.21090 -2.53872 0.0 0.0 0.0
H 5.03299 2.15199 -2.37309 0.0 0.0 0.0
H 4.11447 4.41459 -1.95502 0.0 0.0 0.0
H 1.66638 4.71411 -1.68906 0.0 0.0 0.0
H 0.15834 2.76216 -1.81584 0.0 0.0 0.0
```
Forces are in eV/Å.

Properties
Kohn-Sham gap in Eh: 0.2591
Highest occupied orbital energy in eV: -9.63
Total charge: +1
Relative energy (zero: lowest compared OMol25 entry of this formula, charge and spin) in kJ/mol: 101.58
LUMO level in eV: -2.581

Atomic partial charges in e from the Löwdin method, atoms 1 to 2: atom 1 (Sn): 1.229, atom 2 (N): -0.318